The following is a DFT calculation (the ωB97M-V functional and the def2-TZVPD basis) of a cluster of 8 separate species, C28H68Cl2FN8O10P2 in total.

```
119
Properties=species:S:1:pos:R:3:mulliken_charge:R:1
C 3.7262 -1.9716 1.9309 -0.547
C 4.4013 -2.3783 0.5698 -0.337
C 3.6084 -3.4848 -0.1890 -1.025
C 2.2648 -2.9669 -0.8143 -0.222
O 1.3089 -2.9108 0.2145 -0.237
P -0.3102 -2.8364 -0.4002 0.750
F -1.9028 -2.9230 -1.0794 -0.486
C -0.6960 -1.1902 0.5074 -1.266
Cl 0.7445 -0.0738 0.1759 -0.096
C -1.9495 -0.4179 -0.0297 0.665
C -1.8721 1.1219 0.3344 -1.288
Cl -3.4993 -0.9930 0.7639 -0.229
P -0.9344 -4.1386 1.3043 1.223
N -1.5988 -5.4703 0.7044 -1.100
O 0.4210 -4.6819 2.1587 -0.469
O -2.0789 -3.4596 2.3280 -0.515
H 3.3125 -2.8943 2.3888 0.202
H 4.4599 -1.5385 2.6424 0.161
H 2.9358 -1.2284 1.7153 0.031
H 4.4834 -1.4837 -0.0814 0.205
H 5.4119 -2.7787 0.8108 0.312
H 4.2384 -3.9281 -0.9961 0.357
H 3.4039 -4.3058 0.5291 0.283
H 2.4513 -1.9727 -1.2810 0.190
H 2.0113 -3.6678 -1.6384 0.314
H -0.0251 -4.0582 -1.1264 0.083
H 0.0951 -2.0389 -1.5434 -0.522
H -0.7341 -1.2699 1.6151 0.660
H -2.0372 -0.4423 -1.1322 0.053
H -1.5605 1.2900 1.3799 0.280
H -2.9249 1.4876 0.2657 0.383
H -1.2990 1.6997 -0.4111 0.275
H -1.6174 -5.4217 -0.3087 0.277
H 0.2417 -5.5768 2.4612 0.297
H -2.5646 -4.1942 2.7157 0.344
C 0.3329 -3.0635 -6.1775 -1.426
C 0.4158 -2.4374 -4.8081 0.954
O 1.4383 -2.4811 -4.1394 -0.634
N -0.6940 -1.8148 -4.3366 0.107
C -1.9812 -1.6650 -4.9851 -0.986
H 1.2898 -3.5205 -6.4186 0.325
H -0.4356 -3.8382 -6.1931 0.353
H 0.1117 -2.3028 -6.9285 0.374
H -0.5769 -1.4184 -3.4143 -0.102
H -2.1982 -0.6011 -5.0846 0.261
H -2.7436 -2.1251 -4.3531 0.285
H -2.0033 -2.1263 -5.9670 0.398
C 2.0687 5.1641 -2.3090 -1.281
C 1.2031 3.9384 -2.4542 0.912
O 0.1191 3.9746 -3.0217 -0.670
N 1.6659 2.7765 -1.9304 -0.047
C 2.9116 2.5379 -1.2298 -0.870
H 1.5690 6.0105 -2.7741 0.291
H 2.2274 5.3917 -1.2536 0.329
H 3.0279 5.0106 -2.8064 0.354
H 1.0375 1.9967 -2.0621 0.059
H 3.4761 1.7796 -1.7757 0.276
H 2.6805 2.1589 -0.2325 0.253
H 3.5126 3.4385 -1.1417 0.400
C 5.9937 -1.7427 5.9867 -1.257
C 6.6637 -2.5100 4.8760 0.755
O 6.1003 -3.4071 4.2718 -0.645
N 7.9445 -2.1718 4.5503 -0.166
C 8.7754 -1.1465 5.1409 -0.469
H 4.9851 -2.1266 6.1221 0.338
H 6.5392 -1.8683 6.9157 0.453
H 5.9307 -0.6845 5.7306 0.293
H 8.3261 -2.7255 3.8001 0.239
H 9.0649 -0.4345 4.3630 0.296
H 9.6781 -1.6130 5.5467 0.311
H 8.2553 -0.6199 5.9358 -0.113
C -5.2945 1.4036 -7.9628 -1.297
C -4.5985 0.7765 -6.7813 0.914
O -4.2830 -0.4048 -6.7681 -0.643
N -4.3274 1.5718 -5.7154 -0.036
C -4.6241 2.9820 -5.5480 -0.852
H -5.4425 0.6486 -8.7310 0.291
H -6.2703 1.7918 -7.6648 0.270
H -4.6845 2.2072 -8.3784 0.377
H -3.8614 1.0892 -4.9626 0.125
H -3.6895 3.5214 -5.3819 0.320
H -5.2635 3.0992 -4.6710 0.250
H -5.1267 3.3946 -6.4184 0.323
C -5.1405 2.0055 3.0605 -1.191
C -4.7710 3.4586 2.9199 0.783
O -3.7534 3.9237 3.4086 -0.661
N -5.6188 4.2605 2.2179 -0.161
C -6.8626 3.9000 1.5672 -0.798
H -4.3750 1.4952 3.6388 0.259
H -6.0939 1.9082 3.5838 0.408
H -5.2014 1.5347 2.0776 0.305
H -5.3101 5.2178 2.1635 0.216
H -6.7827 4.1263 0.5020 0.274
H -7.6714 4.4970 1.9955 0.277
H -7.0920 2.8463 1.6913 0.307
C 7.2149 1.4364 9.7792 -1.428
C 7.9019 0.6752 8.6762 0.845
O 7.3455 -0.2270 8.0663 -0.564
N 9.1806 1.0220 8.3686 -0.100
C 10.0012 2.0539 8.9712 -0.904
H 6.2080 1.0475 9.9066 0.285
H 7.7565 1.3121 10.7184 0.385
H 7.1482 2.4951 9.5233 0.377
H 9.5768 0.4715 7.6231 0.162
H 10.2954 2.7667 8.1984 0.294
H 10.8995 1.5926 9.3862 0.294
H 9.4732 2.5804 9.7600 0.344
C -8.6599 0.1462 -2.9248 -1.354
C -8.1015 1.2137 -3.8281 0.845
O -7.3072 2.0503 -3.4297 -0.639
N -8.5095 1.2235 -5.1264 -0.136
C -9.4348 0.3226 -5.7848 -0.896
H -8.2424 0.2682 -1.9288 0.291
H -9.7459 0.2358 -2.8598 0.378
H -8.3877 -0.8431 -3.2958 0.367
H -8.0949 1.9639 -5.6694 0.210
H -8.9200 -0.1682 -6.6133 0.278
H -10.2703 0.9031 -6.1822 0.315
H -9.8160 -0.4323 -5.1045 0.335
```

For the energy, the calculation gives -108879.6136 eV. As for the HOMO energy: -4.52 eV. The max |F| is 3.272 eV/A. The total charge is -1.